This record from OMol25 describes 4 unconnected molecules or ions with the total composition C4H16O4. The level of theory is ωB97M-V with the def2-TZVPD basis set.

Properties
Spin multiplicity: 1
ΔE to the lowest compared entry with this formula, charge and spin, eV: 0.792
Molar mass, g/mol: 128.17
Total charge: 0

Atoms and positions in Å:
O (2.699, 1.321, -0.758)
O (-0.251, -0.736, 3.446)
O (1.651, 1.352, 2.505)
O (-1.836, -2.249, 1.148)
C (-1.586, -0.600, -2.211)
C (0.491, 0.688, -1.625)
C (1.422, 0.804, -0.443)
C (-0.943, 0.338, -1.188)
H (-0.790, -0.220, -0.266)
H (-2.128, -2.506, 0.275)
H (0.413, 1.634, -2.185)
H (0.015, 0.020, 2.916)
H (2.559, 1.068, 2.643)
H (-2.555, -2.113, 1.764)
H (-1.529, 1.219, -0.983)
H (1.505, 2.203, 2.921)
H (-1.606, -0.138, -3.171)
H (-0.956, -1.470, -2.297)
H (3.157, 0.682, -1.310)
H (-0.418, -1.508, 2.896)
H (1.463, -0.238, -0.096)
H (-2.628, -0.857, -2.014)
H (0.843, -0.045, -2.359)
H (1.006, 1.350, 0.392)

Atomic partial charges in e from the Mulliken method, atoms 1 to 5: -0.55 -0.68 -0.58 -0.62 -1.56

This record from OMol25 describes a single C5H9N molecule. The level of theory is ωB97M-V with the def2-TZVPD basis set.

Properties
Spin multiplicity: 1
ΔE to the lowest compared entry with this formula, charge and spin, eV: 2.822
Molar mass, g/mol: 83.13
Total charge: 0

Atoms and positions in Å:
N (-1.237, 1.809, 1.143)
C (-0.142, -2.307, -1.649)
C (0.210, 1.737, 1.178)
C (0.092, -0.305, -0.293)
C (0.813, 0.565, 0.408)
C (0.657, -1.537, -0.954)
H (-1.489, 0.972, 1.783)
H (0.436, 2.711, 0.676)
H (1.767, -1.484, -1.198)
H (0.202, -3.187, -2.436)
H (-1.000, -0.367, -0.328)
H (-1.311, -2.232, -1.343)
H (1.849, 0.211, 0.690)
H (-1.523, 1.617, 0.094)
H (0.676, 1.799, 2.228)

Atomic partial charges in e from the Mulliken method, atoms 1 to 5: -0.65 -0.53 -0.53 -0.05 -0.11

This record from OMol25 describes 2 unconnected molecules or ions with the total composition C2H8S2Si. The level of theory is ωB97M-V with the def2-TZVPD basis set.

Properties
Spin multiplicity: 1
ΔE to the lowest compared entry with this formula, charge and spin, eV: 4.951
Molar mass, g/mol: 124.31
Total charge: 0

Atoms and positions in Å:
S (0.830, 1.260, 0.585)
S (-3.114, -0.826, 0.142)
Si (2.153, -1.574, 0.209)
C (-0.738, 1.935, -0.030)
C (0.897, -0.235, -0.178)
H (-4.304, -0.617, -0.402)
H (-0.951, 2.828, 0.544)
H (0.040, -0.462, -0.791)
H (1.984, -1.977, 1.611)
H (-0.628, 2.180, -1.079)
H (1.858, -2.665, -0.716)
H (3.499, -1.043, 0.000)
H (-1.527, 1.196, 0.106)

Atomic partial charges in e from the Mulliken method, atoms 1 to 5: -0.02 -0.17 0.38 -0.33 -0.41

This record from OMol25 describes a gas-phase ion, C3H6ClN2O (charge +1). The level of theory is ωB97M-V with the def2-TZVPD basis set.

Properties
Spin multiplicity: 1
ΔE to the lowest compared entry with this formula, charge and spin, eV: 6.124
Molar mass, g/mol: 121.55
Total charge: +1

Atoms and positions in Å:
Cl (-2.823, 0.648, -0.380)
O (-0.685, -1.267, -0.964)
N (0.506, -0.531, -1.127)
N (1.154, 1.707, -0.417)
C (0.517, 0.570, -0.436)
C (-1.634, 0.034, 0.639)
C (-1.191, -1.325, 0.318)
H (-0.554, -1.672, 0.993)
H (-2.012, -1.892, 0.083)
H (0.924, 2.507, 0.275)
H (2.023, 1.901, -0.923)
H (0.907, -0.672, -1.945)
H (-1.550, 0.532, 1.683)

Atomic partial charges in e from the Mulliken method, atoms 1 to 5: 0.01 -0.23 -0.07 -0.33 0.18

This record from OMol25 describes a molecular structure, C4H4N6O3. The level of theory is ωB97M-V with the def2-TZVPD basis set.

Properties
Spin multiplicity: 1
ΔE to the lowest compared entry with this formula, charge and spin, eV: 0.000
Molar mass, g/mol: 184.12
Total charge: 0

Atoms and positions in Å:
O (-1.294, 2.566, -0.553)
O (-3.298, -1.052, 0.473)
O (-3.237, 1.927, 0.149)
N (-2.107, 1.781, -0.174)
N (-1.686, 0.521, -0.112)
N (2.163, -1.675, -0.214)
N (0.044, -0.006, -0.667)
N (-1.164, -1.778, 0.199)
N (1.076, -2.175, -0.307)
C (2.388, -0.346, -0.018)
C (-2.143, -0.754, 0.194)
C (-0.051, -1.374, -0.242)
C (1.103, 0.587, 0.126)
H (3.004, 0.032, -0.749)
H (2.912, -0.440, 0.950)
H (0.877, 0.551, 1.219)
H (1.412, 1.635, -0.275)

Atomic partial charges in e from the Mulliken method, atoms 1 to 5: -0.60 -0.51 -0.58 1.05 0.00

This record from OMol25 describes a single C20H23ClN2O2 molecule. The level of theory is ωB97M-V with the def2-TZVPD basis set.

Properties
Spin multiplicity: 1
ΔE to the lowest compared entry with this formula, charge and spin, eV: 1.399
Molar mass, g/mol: 358.87
Total charge: 0

Atoms and positions in Å:
Cl (-2.551, -6.768, -2.220)
O (-0.088, -1.168, 3.776)
O (1.600, -1.160, -1.987)
N (-0.398, -2.164, -1.592)
N (0.690, 2.145, 0.388)
C (0.545, -1.136, -1.387)
C (1.432, 0.625, 4.298)
C (0.693, 1.207, -0.654)
C (0.631, -3.650, -3.321)
C (0.221, -0.076, -0.414)
C (-0.420, -0.379, 0.918)
C (-2.807, -0.633, 1.983)
C (1.181, 2.120, 4.185)
C (-0.347, -5.824, -3.672)
C (1.347, 2.644, 2.745)
C (-2.886, -2.165, 2.000)
C (0.439, -0.098, 3.368)
C (0.626, -4.873, -3.954)
C (-0.343, -3.342, -2.350)
C (1.201, 1.709, -1.977)
C (0.200, 0.464, 2.027)
C (-1.932, -0.082, 0.861)
C (-1.273, -4.327, -2.002)
C (-1.307, -5.565, -2.663)
C (0.687, 1.732, 1.740)
H (-1.159, -2.109, -0.901)
H (0.943, 3.622, 2.732)
H (-2.349, -0.457, -0.120)
H (-2.065, 0.997, 0.838)
H (2.459, 0.405, 4.049)
H (0.608, 1.260, -2.834)
H (0.150, 2.327, 4.526)
H (-3.773, -2.433, 2.570)
H (-3.800, -0.236, 1.891)
H (1.889, 2.640, 4.840)
H (-0.355, -6.816, -4.179)
H (1.408, -5.042, -4.691)
H (-2.009, -2.572, 2.503)
H (1.043, 2.812, -2.026)
H (-2.943, -2.526, 0.966)
H (-0.216, -1.425, 1.199)
H (2.427, 2.693, 2.528)
H (1.161, 3.030, 0.174)
H (-2.404, -0.272, 2.926)
H (1.380, -2.946, -3.603)
H (1.222, 0.240, 5.312)
H (-2.052, -4.164, -1.254)
H (2.273, 1.545, -2.085)

Atomic partial charges in e from the Mulliken method, atoms 1 to 5: -0.23 -0.64 -0.63 0.03 -0.09